ORCA calculation (ωB97M-V/def2-TZVPD) on a 2-piece molecular cluster, C5H14 overall.

Structure (XYZ):
```
19
Properties=species:S:1:pos:R:3:mulliken_charge:R:1
C 1.019 0.331 -0.298 -0.90
C 0.870 1.193 -1.550 -0.30
C 2.069 2.016 -2.033 -1.10
H 0.118 -0.256 -0.284 0.09
H 1.158 0.929 0.610 0.35
H 1.975 -0.200 -0.246 0.37
H 0.419 0.628 -2.371 0.35
H 0.049 1.897 -1.365 0.21
H 2.773 2.175 -1.215 0.31
H 2.647 1.537 -2.822 0.27
H 1.702 2.956 -2.444 0.32
C -1.330 -1.148 1.446 -0.70
C -2.349 -2.180 2.016 -0.93
H -0.446 -1.723 1.205 0.28
H -1.693 -0.527 0.632 0.30
H -1.137 -0.410 2.228 0.27
H -3.256 -2.180 1.417 0.25
H -2.705 -1.878 3.001 0.27
H -1.882 -3.158 2.072 0.27
```

As for the structure (SMILES): CCC.CC. The HOMO energy is -10.9 eV. The value obtained for the strongest force on any atom is 1.5 eV/Å. As for the orbital gap: 12.03 eV.


ORCA calculation (ωB97M-V/def2-TZVPD) on C4H5NaO5 as an isolated structure.

Structure (XYZ):
```
15
Properties=species:S:1:pos:R:3:mulliken_charge:R:1
O 0.728 -0.988 -0.610 -0.10
C 1.104 -2.258 -0.614 -0.16
C 1.578 -0.137 0.221 -0.30
O -2.655 0.273 0.254 -0.78
O 2.266 -2.342 -0.045 -0.18
C 2.710 -1.089 0.563 -0.29
H 0.989 0.197 1.080 0.26
H 1.868 0.716 -0.401 0.28
H 2.831 -1.267 1.636 0.25
H 3.669 -0.822 0.110 0.24
O -3.624 2.281 0.631 -0.46
C -2.923 1.448 -0.163 0.79
O -2.573 1.893 -1.279 -0.77
H -4.555 2.240 0.378 0.31
Na -1.414 -0.146 -1.761 0.90
```

The HOMO energy is -8.5 eV. The value obtained for the strongest force on any atom is 2.6 eV/Å. As for the orbital gap: 8.20 eV.


ORCA calculation (ωB97M-V/def2-TZVPD) on a 2-piece molecular cluster, C5H7Br overall.

Structure (XYZ):
```
13
Properties=species:S:1:pos:R:3:mulliken_charge:R:1
C 2.112 0.841 0.719 -0.45
C 2.545 -0.180 0.253 -0.40
C -0.629 -1.520 -0.219 -1.32
C -1.008 -0.318 0.149 0.63
C -1.437 0.856 -0.634 -0.88
Br -0.947 0.236 2.015 -0.15
H 1.757 1.727 1.164 0.46
H 2.926 -1.069 -0.162 0.41
H -0.817 -1.722 -1.186 0.40
H -0.259 -2.179 0.469 0.45
H -1.260 0.591 -1.781 0.28
H -0.624 1.585 -0.359 0.23
H -2.357 1.151 -0.427 0.34
```

The HOMO energy (spin up / spin down) is -5.3 / -10.2 eV. The expectation value of S² is 2.007. The value obtained for the strongest force on any atom is 11.5 eV/Å. As for the spin multiplicity: 3. As for the orbital gap (spin up / spin down): 6.11 / 7.86 eV.


ORCA calculation (ωB97M-V/def2-TZVPD) on a 5-piece molecular cluster, C47H57F12NO17S2 overall.

Structure (XYZ):
```
136
Properties=species:S:1:pos:R:3:mulliken_charge:R:1
C 10.455 -1.522 -3.020 -0.60
O 10.141 -0.085 -3.210 -0.39
C 8.708 0.100 -3.519 0.13
C 8.299 1.690 -3.797 -0.57
C 7.667 2.407 -2.445 -0.36
C 6.080 2.838 -2.609 -0.93
C 5.520 3.382 -1.143 -0.10
C 4.008 2.844 -0.777 -0.75
C 3.979 1.831 0.541 -0.19
C 3.336 0.399 -0.037 0.18
C 1.702 0.173 0.078 -0.57
C 1.016 -1.224 -0.528 -0.46
C 1.976 -2.384 -1.250 -0.07
C 3.611 -2.193 -1.331 0.27
C 4.506 -3.402 -2.026 -1.07
C 4.226 -0.800 -0.713 0.65
C 5.850 -0.593 -0.779 1.07
C 6.516 -0.879 0.729 -0.72
C 5.806 -2.121 1.526 -0.17
C 4.726 -1.699 2.679 -0.52
O 4.582 -0.256 2.917 -0.18
C 3.286 0.068 3.565 0.24
O 2.962 1.367 3.812 -0.51
S 1.065 -3.903 -1.952 -0.26
C -0.593 -3.147 -2.527 0.44
C -1.441 -3.667 -3.831 -0.63
C -2.910 -2.984 -4.240 -0.09
C -3.718 -3.538 -5.560 0.76
F -4.127 -2.478 -6.517 -0.26
F -2.734 -4.402 -6.311 -0.32
C -4.961 -4.572 -5.152 0.64
F -4.557 -5.982 -5.487 -0.30
F -6.215 -4.310 -5.900 -0.25
C -3.533 -1.779 -3.319 -0.06
S -5.177 -0.918 -3.569 1.38
O -6.174 -1.658 -4.493 -0.54
O -4.886 0.554 -4.017 -0.66
C -6.053 -0.757 -1.885 0.38
F -5.506 0.412 -1.115 -0.23
F -7.509 -0.540 -2.222 -0.27
C -6.004 -2.147 -0.998 0.54
F -5.855 -3.365 -1.827 -0.26
F -4.882 -2.164 0.008 -0.26
C -7.386 -2.381 -0.085 0.67
F -6.993 -3.401 0.947 -0.25
F -8.486 -2.978 -0.883 -0.21
F -7.765 -1.148 0.652 -0.22
C -2.619 -1.255 -2.024 -0.44
C -1.161 -1.912 -1.601 -0.36
N -0.487 -1.339 -0.372 0.38
F -0.763 -2.155 0.677 -0.23
H 11.524 -1.808 -3.465 0.24
H 9.681 -2.237 -3.575 0.25
H 10.423 -1.821 -1.884 0.21
H 8.103 -0.374 -2.633 -0.13
H 8.469 -0.495 -4.498 0.30
H 9.334 2.247 -3.997 0.26
H 7.598 1.811 -4.741 0.34
H 7.857 1.644 -1.558 0.16
H 8.303 3.371 -2.167 0.28
H 5.979 3.676 -3.435 0.36
H 5.504 1.898 -3.010 0.28
H 6.274 3.144 -0.268 0.01
H 5.424 4.562 -1.267 0.51
H 3.227 3.694 -0.564 0.33
H 3.626 2.241 -1.730 0.36
H 5.095 1.697 0.907 -0.11
H 3.275 2.302 1.376 0.50
H 1.056 1.026 0.603 0.23
H 3.878 -4.132 -2.694 0.41
H 5.384 -2.946 -2.653 0.23
H 4.917 -4.056 -1.124 0.25
H 6.385 -1.321 -1.558 0.07
H 6.055 0.539 -1.017 -1.32
H 7.631 -1.232 0.492 0.36
H 6.622 0.115 1.336 0.30
H 5.260 -2.904 0.820 -0.19
H 6.669 -2.726 2.063 0.46
H 5.103 -2.168 3.709 0.24
H 3.638 -2.149 2.523 0.33
H 2.514 -0.765 3.912 0.29
H -0.965 -4.549 -4.465 0.32
H -5.065 -4.491 -3.987 -0.08
H -3.054 -0.378 -1.344 0.46
C 8.000 6.489 3.786 -1.29
C 8.024 5.680 2.501 0.59
C 9.093 6.100 1.537 -0.67
O 8.549 5.721 0.287 -0.28
C 7.192 5.778 0.429 0.56
O 6.398 5.735 -0.496 -0.57
O 6.840 5.895 1.745 -0.34
H 8.889 7.118 3.893 0.35
H 7.110 7.123 3.855 0.33
H 7.991 5.815 4.650 0.31
H 8.086 4.608 2.725 0.27
H 10.041 5.587 1.719 0.32
H 9.269 7.182 1.521 0.37
C -8.237 -2.436 4.054 -1.18
C -8.545 -3.822 4.595 0.61
C -9.995 -4.197 4.519 -0.60
O -10.130 -5.125 5.580 -0.31
C -9.188 -4.783 6.507 0.58
O -9.153 -5.215 7.647 -0.55
O -8.293 -3.888 5.991 -0.37
H -9.087 -2.008 3.513 0.35
H -7.940 -1.743 4.847 0.37
H -7.409 -2.492 3.338 0.13
H -7.911 -4.572 4.106 0.27
H -10.254 -4.660 3.563 0.32
H -10.675 -3.359 4.707 0.36
C -9.605 2.066 -2.337 -1.20
C -10.428 2.483 -1.130 0.60
C -11.318 1.401 -0.596 -0.52
O -12.365 2.133 0.012 -0.33
C -12.452 3.312 -0.672 0.59
O -13.380 4.098 -0.578 -0.55
O -11.364 3.493 -1.480 -0.36
H -9.642 0.985 -2.505 0.28
H -9.929 2.576 -3.250 0.35
H -8.552 2.320 -2.175 0.26
H -9.777 2.890 -0.346 0.26
H -10.809 0.770 0.139 0.27
H -11.750 0.765 -1.376 0.36
C -2.539 0.707 5.158 -1.33
C -1.663 0.628 3.919 0.77
C -0.511 1.588 3.925 -0.69
O -0.273 1.794 2.545 -0.24
C -1.473 1.608 1.920 0.59
O -1.704 1.919 0.764 -0.58
O -2.383 1.033 2.763 -0.35
H -2.081 1.311 5.947 0.36
H -3.530 1.115 4.933 0.33
H -2.684 -0.295 5.577 0.32
H -1.325 -0.403 3.757 0.21
H 0.374 1.170 4.413 0.31
H -0.749 2.555 4.381 0.31
```

As for the structure (SMILES): COCCCCCCCc1cc2c(c(C)c1CCCCOC=O)Sc1cc(C(F)(F)C(F)F)c(S(=O)(=O)C(F)(F)C(F)(F)C(F)(F)F)cc1N2F.C[C@@H]1COC(=O)O1.C[C@@H]1COC(=O)O1.C[C@@H]1COC(=O)O1.C[C@@H]1COC(=O)O1. The HOMO energy is -8.6 eV. The value obtained for the strongest force on any atom is 9.2 eV/Å. As for the orbital gap: 6.53 eV.


ORCA calculation (ωB97M-V/def2-TZVPD) on one molecule with the formula C26H55IN3OPS2.

Structure (XYZ):
```
89
Properties=species:S:1:pos:R:3:mulliken_charge:R:1
C -6.093 -5.138 1.357 -1.31
C -5.082 -5.647 0.325 -0.26
C -4.994 -4.776 -0.944 -0.77
C -3.544 -4.595 -1.505 -0.61
C -3.409 -3.176 -2.082 -0.76
C -2.011 -2.832 -2.636 -0.75
C -1.937 -1.304 -2.893 -0.34
C -0.521 -0.854 -3.326 -1.43
N 0.131 0.267 -2.604 0.30
C 1.497 0.345 -3.154 -0.93
C 2.438 1.204 -2.311 -0.36
C 3.909 1.069 -2.748 -0.79
C 4.718 2.323 -2.358 -0.86
C 5.820 1.914 -1.351 -0.54
C 6.848 3.058 -1.262 -0.66
C 7.812 2.865 -0.075 -0.47
C 7.168 3.390 1.216 -1.14
C -0.565 1.466 -2.830 -0.09
S -1.612 1.669 -4.075 -0.19
S -0.294 2.919 -1.793 -0.26
C -1.972 3.446 -1.322 -0.83
C -2.047 4.116 0.080 -0.93
C -2.651 3.309 1.234 -1.11
C -1.845 2.073 1.658 1.32
N -1.755 1.000 0.674 -0.41
C -2.580 1.463 2.888 -1.26
O -1.639 0.881 3.766 -0.37
C -1.467 -0.509 3.599 -0.63
C -0.159 -0.872 4.308 -0.44
C 0.247 -2.291 3.927 -0.67
C 0.855 -3.004 5.160 -1.05
I 2.463 -4.341 4.629 0.00
P -0.132 2.466 2.249 0.32
N 0.736 3.346 1.275 -0.75
H -5.702 -4.315 1.947 0.30
H -7.026 -4.825 0.900 0.34
H -6.304 -5.946 2.055 0.39
H -4.116 -5.799 0.788 0.30
H -5.434 -6.630 0.016 0.30
H -5.536 -5.301 -1.728 0.26
H -5.420 -3.782 -0.828 0.48
H -3.390 -5.296 -2.326 0.26
H -2.784 -4.808 -0.760 0.39
H -4.152 -3.031 -2.867 0.26
H -3.664 -2.459 -1.296 0.41
H -1.218 -3.141 -1.957 0.50
H -1.938 -3.351 -3.590 0.25
H -2.569 -1.140 -3.763 0.34
H -2.323 -0.777 -2.032 0.12
H 0.122 -1.719 -3.160 0.67
H -0.499 -0.684 -4.404 0.55
H 1.948 -0.644 -3.205 0.46
H 1.490 0.710 -4.187 0.36
H 2.313 1.022 -1.246 0.16
H 2.159 2.246 -2.479 0.40
H 4.305 0.171 -2.280 0.47
H 3.902 0.918 -3.827 0.42
H 4.094 3.041 -1.832 0.40
H 5.176 2.801 -3.219 0.43
H 6.309 0.996 -1.665 0.35
H 5.353 1.782 -0.376 0.17
H 7.392 3.043 -2.206 0.38
H 6.316 4.001 -1.150 0.29
H 8.730 3.397 -0.303 0.35
H 7.963 1.793 0.040 0.29
H 6.607 4.298 1.006 0.30
H 6.511 2.656 1.673 0.30
H 7.911 3.645 1.969 0.35
H -2.646 2.605 -1.432 0.40
H -2.284 4.198 -2.038 0.67
H -2.717 4.961 -0.092 0.40
H -1.105 4.561 0.380 0.45
H -3.690 3.070 0.994 0.40
H -2.702 3.963 2.107 0.54
H -2.585 0.938 0.108 0.27
H -0.917 1.060 0.111 -0.12
H -3.038 2.297 3.422 0.51
H -3.395 0.806 2.583 0.31
H -2.287 -1.050 4.072 0.39
H -1.386 -0.786 2.550 0.34
H 0.582 -0.169 3.935 0.21
H -0.241 -0.721 5.380 0.35
H 1.002 -2.293 3.146 0.46
H -0.587 -2.868 3.565 0.38
H 0.089 -3.585 5.655 0.43
H 1.270 -2.244 5.805 0.45
H 0.499 1.224 2.463 -0.06
H -0.282 3.066 3.523 0.03
H 1.558 2.842 0.979 0.24
```

As for the structure (SMILES): CCCCCCCCN(CCCCCCCC)C(=S)SCCC[C@](N)(COCCCCI)[PH2]=N. The HOMO energy is -7.8 eV. The value obtained for the strongest force on any atom is 1.8 eV/Å. As for the orbital gap: 7.77 eV.


ORCA calculation (ωB97M-V/def2-TZVPD) on an isolated ion of composition C9H15N4 and charge +1.

Structure (XYZ):
```
28
Properties=species:S:1:pos:R:3:mulliken_charge:R:1
C -0.358 -2.319 -0.138 -0.46
C -1.694 -1.920 0.438 -0.67
N -1.934 -0.562 0.803 -0.49
C -1.823 0.451 0.101 0.43
C -1.302 0.550 -1.312 -0.65
N 0.092 1.124 -1.063 0.16
C 1.194 0.123 -1.355 -1.05
C 1.542 -0.813 -0.032 0.43
N 0.826 -1.683 0.417 -0.35
C 2.261 0.154 0.962 -0.83
C 1.033 1.129 1.350 -0.86
C 0.101 1.786 0.293 0.04
N -1.345 1.695 0.593 -0.39
H -0.275 -3.337 0.152 0.44
H -0.456 -2.173 -1.242 0.23
H -1.780 -2.318 1.398 0.44
H -2.525 -2.485 -0.119 0.26
H -1.237 -0.371 -1.893 0.37
H -1.952 1.345 -1.750 0.38
H 0.410 1.777 -1.689 0.39
H 2.077 0.661 -1.731 0.48
H 0.876 -0.557 -2.190 0.42
H 3.045 0.716 0.495 0.37
H 2.638 -0.234 1.892 0.41
H 0.453 0.495 2.039 0.41
H 1.581 1.867 1.913 0.38
H 0.204 2.957 0.107 0.38
H -1.651 1.944 1.559 0.32
```

As for the structure (SMILES): C1C/N=C2\C[N@@H+]3C/C(=N\1)CC[C@@H]3N2. The HOMO energy is -12.9 eV. As for the total charge: +1. The value obtained for the strongest force on any atom is 5.4 eV/Å. As for the orbital gap: 9.65 eV.


- What is the strongest force on any atom in the fourth record?
  9.2 eV/Å


- What is the strongest force on any atom in the fifth record?
  1.8 eV/Å


- Look up the strongest force on any atom of the sixth one.
  5.4 eV/Å